[1]
ORCA calculation (the ωB97M-V functional and the def2-TZVPD basis) on a structure of composition C24H58P2Si4Sr at a distorted geometry.

ORCA input file:
```
! RIJCOSX wB97M-V def2-TZVPD def2/J DEFGRID3
* xyz 0 1
P -2.203 -0.103 -1.808
P 0.987 -2.481 -0.174
C -1.000 -1.419 -2.024
C -0.624 -2.668 -1.248
H -0.063 -0.923 -2.285
H -1.344 -1.884 -2.940
H -1.507 -3.342 -0.983
H -0.011 -3.375 -1.892
C 2.017 -3.296 -1.585
H 3.109 -3.253 -1.546
H 1.689 -2.872 -2.546
H 1.764 -4.359 -1.599
C 0.781 -3.959 0.878
H 0.766 -4.849 0.265
H -0.109 -4.043 1.510
H 1.580 -4.019 1.613
C -2.656 0.694 -3.349
H -2.864 1.741 -3.168
H -3.557 0.296 -3.815
H -1.864 0.568 -4.105
C -3.566 -0.448 -0.720
H -3.535 -1.514 -0.279
H -4.503 -0.393 -1.309
H -3.613 0.302 0.135
Sr -2.366 -3.371 1.039
C -2.137 -5.458 -1.109
C -1.263 -5.467 -2.152
C -1.652 -5.270 -3.605
C -2.968 -4.486 -3.848
C -3.314 -3.334 -2.931
C -4.110 -3.444 -1.836
C -4.647 -4.770 -1.361
C -3.551 -5.891 -1.282
C -1.228 1.225 -1.085
H -1.858 -5.329 -0.046
H -0.219 -5.797 -2.020
H -1.760 -6.270 -4.125
H -0.822 -4.750 -4.160
H -2.907 -4.082 -4.880
H -3.813 -5.200 -3.867
H -3.071 -2.357 -3.386
H -4.792 -2.597 -1.571
H -5.449 -5.144 -2.063
H -5.110 -4.645 -0.348
H -3.815 -6.535 -0.406
H -3.629 -6.535 -2.202
H -1.057 0.901 -0.041
H -1.861 2.159 -1.051
H -0.290 1.449 -1.675
C 4.862 1.785 -0.454
Si 3.615 2.546 0.747
C 4.573 3.458 2.096
C 2.550 3.804 -0.166
Si 2.228 0.779 1.463
Si 3.813 -0.704 2.317
C 5.331 0.096 3.101
C 2.954 -1.767 3.612
C 4.387 -1.735 0.865
Si 1.390 1.791 3.509
C 2.695 1.910 4.848
C 0.755 3.550 3.151
C -0.049 0.678 4.087
H 5.501 2.612 -0.797
H 4.352 1.366 -1.335
H 5.507 1.019 0.000
H 5.088 4.254 1.548
H 3.933 3.935 2.842
H 5.332 2.842 2.586
H 2.120 3.357 -1.074
H 1.729 4.190 0.451
H 3.193 4.649 -0.456
H 5.113 0.706 3.981
H 5.964 -0.734 3.427
H 5.926 0.681 2.396
H 2.122 -2.344 3.193
H 3.692 -2.484 3.984
H 2.590 -1.204 4.478
H 3.600 -2.345 0.413
H 4.826 -1.130 0.068
H 5.168 -2.420 1.215
H 3.505 2.592 4.598
H 2.145 2.320 5.696
H 3.100 0.940 5.129
H -0.135 3.504 2.500
H 0.484 3.982 4.129
H 1.516 4.199 2.683
H -0.987 1.004 3.610
H 0.138 -0.375 3.834
H -0.159 0.782 5.176
*
```

HOMO-LUMO gap, eV: 4.14

Results of the Löwdin charge analysis, in e, for atoms 1 through 4: atom 1 (P): 0.8398, atom 2 (P): 0.9126, atom 3 (C): -0.3506, atom 4 (C): -0.4859


[2]
ORCA calculation (the ωB97M-V functional and the def2-TZVPD basis) on the molecule C3H5NO2 at a distorted geometry.

ORCA input file:
```
! RIJCOSX wB97M-V def2-TZVPD def2/J DEFGRID3
* xyz 0 1
C -0.473 -0.662 -1.501
N -0.320 -0.222 -0.138
C 0.696 0.500 0.311
O 1.659 0.926 -0.323
C 0.340 0.734 2.132
O -0.642 0.240 2.595
H 0.352 -0.236 -2.077
H -0.432 -1.753 -1.565
H -1.423 -0.310 -1.913
H -1.000 -0.457 0.571
H 1.243 1.241 1.908
*
```

Relative energy (zero: lowest compared OMol25 entry of this formula, charge and spin), kcal/mol: 73.4
SMILES: CNC(=O)C=O
HOMO-LUMO gap, eV: 8.66

Results of the Löwdin charge analysis, in e, for atoms 1 through 4: atom 1 (C): -0.0630, atom 2 (N): -0.0185, atom 3 (C): -0.4295, atom 4 (O): 0.0237


no.,E_HOMO (hartree)
1,-0.1661
2,-0.3160